{"formula": "C6H11N", "method": "wB97M-V/def2-TZVPD", "elements": ["C", "C", "N", "C", "C", "C", "C", "H", "H", "H", "H", "H", "H", "H", "H", "H", "H", "H"], "xyz": [[-1.416, 1.359, -1.205], [-1.231, 0.030, -0.478], [1.259, 0.428, 2.312], [0.213, 0.595, 1.407], [0.090, -0.088, 0.259], [1.146, -0.989, -0.208], [0.968, -2.029, -1.010], [-0.907, 1.359, -2.180], [-2.460, 1.452, -1.499], [-1.122, 2.230, -0.634], [-2.060, -0.053, 0.227], [-1.372, -0.760, -1.217], [1.631, 1.229, 2.789], [1.822, -0.398, 2.220], [-0.505, 1.337, 1.727], [2.147, -0.730, 0.147], [1.818, -2.613, -1.356], [-0.021, -2.361, -1.301]], "forces_ev_per_a": [[-0.220, -0.316, -1.117], [-0.098, 0.327, -0.021], [-0.524, -0.048, -0.124], [1.020, -0.008, 0.145], [-0.678, -0.167, 0.214], [-0.079, 0.521, 0.354], [0.300, -0.464, -0.135], [0.342, 0.120, 0.406], [-0.227, 0.203, 0.216], [0.084, 0.107, 0.167], [0.075, -0.216, 0.099], [0.120, -0.086, 0.189], [0.077, -0.172, 0.012], [0.256, 0.234, 0.057], [-0.249, 0.000, -0.119], [-0.092, -0.138, -0.254], [-0.200, 0.040, 0.060], [0.093, 0.065, -0.148]], "mulliken_charge": [-1.1007, -0.5004, -0.4585, -0.2509, 0.4843, -0.4006, -0.9033, 0.2843, 0.3273, 0.3374, 0.3260, 0.2295, 0.1863, 0.2087, 0.3775, 0.3262, 0.2650, 0.2618], "fmax_ev_per_a": 1.182, "smiles": "C=C/C(=C\\N)CC", "energy_ev": -7889.33613, "homo_energy_ev": -7.57, "orbital_gap_ev": 8.63, "e_above_lowest_kcal_mol": 27.6}